Below is a structure of composition C3H7NO, with properties calculated with ωB97M-V/def2-TZVPD.

Calculated values
- LUMO (eV) = 0.897
- maximum force (eV/Å) = 0.77
- energy above the lowest of the compared OMol25 structures with the same formula, charge and spin (kcal per mole) = 143.61
- E_tot (eV) = -6756.5227

Positions of all 12 atoms, in Å:
O -0.951 -1.902 0.730
C -0.815 -1.016 -0.221
C 0.453 -0.192 -0.357
C 0.567 1.269 -0.107
N 0.994 0.295 0.889
H -1.467 -0.589 0.794
H -1.631 0.107 0.168
H -1.267 -1.224 -1.214
H 1.113 -0.609 -1.116
H -0.314 1.848 0.171
H 1.317 1.832 -0.663
H 2.001 0.181 0.924